[1]
55
Properties=species:S:1:pos:R:3:mulliken_charge:R:1 method="wB97M-V/def2-TZVPD" relative_energy_kcal_mol=541.1 e_lumo_ev=-0.63 homo_ev=-7.3932 total_charge=0
C -5.860 -3.015 -0.325 -1.62
H -6.222 -2.879 -1.386 0.32
H -5.038 -3.741 -0.512 0.33
H -6.627 -3.332 0.275 0.44
C -5.188 -1.915 -0.107 1.40
C -6.272 -0.684 0.239 -2.00
H -6.747 -0.480 -0.611 0.63
H -7.039 -0.863 0.743 0.73
H -5.798 0.322 0.497 0.19
C -4.065 -1.425 -0.964 -1.34
N -3.377 -0.035 -0.540 -0.05
C -2.410 -0.226 0.234 0.80
N -1.682 0.645 0.617 0.30
C -2.008 2.208 0.191 -1.93
H -1.475 2.854 0.583 1.05
H -3.167 2.306 0.432 0.29
C -1.655 2.089 -1.286 -0.79
C -0.230 2.380 -1.539 -0.60
H 0.078 2.449 -2.762 0.22
H 0.345 1.682 -1.003 0.20
O 0.245 3.696 -1.364 -0.60
H 0.216 3.871 -0.149 0.45
H -2.034 1.483 -1.826 1.32
H -2.277 3.175 -1.558 0.22
C -0.782 0.970 1.610 -1.80
C 0.749 0.820 1.420 0.74
C 1.362 -0.527 1.179 -0.55
C 2.752 -0.157 0.738 1.28
C 3.375 -1.515 0.631 -1.50
C 4.809 -1.446 0.200 0.36
C 5.395 -0.036 -0.099 -0.03
C 4.640 0.984 0.091 -0.48
C 3.377 0.974 0.652 1.00
N 2.598 1.938 0.872 0.01
C 1.269 2.028 1.272 -0.36
O 0.777 3.378 1.461 -0.87
H 3.091 2.973 0.591 0.38
H 5.161 1.980 0.352 0.19
O 6.653 0.022 -0.466 -0.44
C 7.096 -1.083 -0.925 -0.39
C 6.943 -2.475 0.036 -1.06
H 7.138 -3.255 -0.279 0.70
O 5.367 -2.615 -0.045 -0.49
H 7.206 -2.359 0.913 0.45
H 8.185 -0.998 -1.152 0.40
H 6.962 -1.448 -2.038 0.27
H 3.079 -2.557 0.677 0.36
H 0.990 -1.445 1.323 0.69
H -0.960 -0.014 2.324 0.58
H -1.098 1.748 2.520 0.18
S -1.772 -1.758 0.839 -0.48
H -3.744 0.704 -0.725 0.01
H -4.351 -1.099 -2.033 0.39
H -3.354 -2.310 -0.951 0.41
H -4.623 -1.988 1.132 0.10

=====

[2]
56
Properties=species:S:1:pos:R:3:mulliken_charge:R:1 method="wB97M-V/def2-TZVPD" relative_energy_kcal_mol=403.7 e_lumo_ev=0.36 homo_ev=-8.8616 total_charge=0
C -1.205 -1.118 2.593 -0.62
C -2.346 -1.256 1.686 0.68
C -3.577 -1.228 2.291 -1.62
C -4.853 -1.502 1.572 -0.65
C -4.838 -1.740 0.065 -0.73
C -3.702 -1.579 -0.378 -0.90
C -2.551 -1.451 0.457 1.87
C -1.250 -1.203 -0.592 -0.48
N -0.163 -0.617 -0.232 0.25
C 0.743 -0.779 -1.246 0.05
C -0.028 -1.218 -2.194 0.59
O -1.300 -1.618 -1.828 -0.40
C 0.438 -2.037 -3.687 -1.59
H 1.311 -2.414 -3.480 0.54
H -0.418 -2.420 -4.152 0.36
H 0.588 -1.031 -4.076 0.42
C 2.109 -0.360 -1.207 -1.23
H 2.459 -0.272 -2.178 0.70
H 2.263 0.899 -0.888 0.06
S 3.128 -1.257 -0.146 1.32
O 4.459 -0.849 -0.514 -0.75
O 2.743 -2.560 -0.507 -0.68
C 2.618 -1.017 1.533 -0.64
C 2.552 0.366 2.096 0.54
O 3.525 0.992 2.298 -0.62
N 1.579 1.000 1.567 0.87
C 1.349 2.203 1.852 -0.70
H 2.105 3.129 1.244 0.25
C -0.167 2.784 1.640 -1.01
N -0.413 2.455 0.229 0.77
C -1.877 2.579 -0.088 -0.96
C -2.238 2.033 -1.602 -0.05
O -1.573 2.957 -2.391 -0.42
C -0.232 2.815 -2.244 -0.93
C 0.116 3.336 -0.805 -0.80
H 1.276 3.599 -0.657 0.30
H -0.188 4.441 -0.836 0.35
H 0.188 3.655 -2.699 0.55
H 0.191 1.983 -2.375 0.44
H -3.397 2.235 -1.561 0.39
H -1.779 0.952 -1.480 0.10
H -2.467 1.810 0.884 0.07
H -2.436 3.415 0.189 0.45
H -0.824 2.141 2.212 0.45
H -0.300 3.960 1.665 0.34
H 1.709 2.507 2.899 0.42
H 0.856 0.426 1.049 -0.29
H 1.776 -1.740 1.555 0.10
H 3.383 -1.607 1.942 0.65
H -3.732 -1.492 -1.456 0.26
H -5.745 -1.642 -0.399 0.46
H -5.830 -1.478 2.065 0.36
H -3.590 -1.200 3.297 0.56
H -0.443 -1.919 2.274 0.12
H -0.711 -0.192 2.515 0.05
H -1.429 -1.197 3.769 0.37

=====

[3]
59
Properties=species:S:1:pos:R:3:mulliken_charge:R:1 method="wB97M-V/def2-TZVPD" relative_energy_kcal_mol=2.6 smiles="CCOC(=O)Cc1csc(NC(=O)c2ccc(S(=O)(=O)N(CCOC)CCOC)cc2)n1" e_lumo_ev=0.44 homo_ev=-8.6493 total_charge=0
C 3.938 2.102 0.317 -0.98
C 2.975 2.524 -0.782 -0.43
O 1.691 1.929 -0.557 -0.21
C 0.660 2.721 -0.275 0.28
O 0.695 3.923 -0.277 -0.64
C -0.557 1.885 0.066 1.55
C -1.816 2.408 -0.539 -1.02
C -2.253 3.694 -0.575 -0.32
S -3.763 3.800 -1.406 -0.26
C -3.684 2.056 -1.640 0.51
N -4.683 1.399 -2.304 -0.05
C -4.780 0.041 -2.522 -0.30
O -5.696 -0.408 -3.166 -0.61
C -3.698 -0.779 -1.895 0.42
C -3.839 -1.213 -0.581 -0.47
C -2.838 -1.966 0.005 -0.57
C -1.710 -2.284 -0.727 -0.02
S -0.392 -3.193 0.078 1.47
O -0.969 -4.127 0.999 -0.78
O 0.510 -3.673 -0.930 -0.71
N 0.350 -1.990 0.958 0.48
C 1.427 -1.280 0.315 -0.44
C 2.773 -2.023 0.411 -0.73
O 3.843 -1.301 -0.151 -0.41
C 3.841 -1.259 -1.560 -0.62
C 0.230 -1.972 2.393 -0.92
C -0.465 -0.702 2.909 -0.55
O 0.273 0.489 2.759 -0.19
C 1.384 0.617 3.616 -0.76
C -1.575 -1.889 -2.043 -0.47
C -2.578 -1.139 -2.635 -0.47
N -2.636 1.506 -1.145 -0.08
H 4.919 2.525 0.119 0.42
H 4.018 1.018 0.350 0.15
H 3.588 2.462 1.281 0.28
H 3.318 2.167 -1.756 0.29
H 2.855 3.612 -0.811 0.45
H -0.629 1.872 1.158 0.15
H -0.411 0.860 -0.272 -0.63
H -1.775 4.569 -0.190 0.53
H -5.425 1.964 -2.702 0.26
H -4.726 -0.955 -0.022 0.45
H -2.920 -2.325 1.018 0.60
H 1.518 -0.283 0.751 0.05
H 1.150 -1.178 -0.736 0.55
H 2.666 -3.004 -0.070 0.42
H 3.048 -2.168 1.459 0.19
H 3.060 -0.595 -1.945 0.16
H 4.817 -0.876 -1.855 0.24
H 3.696 -2.259 -1.981 0.38
H 1.210 -2.085 2.868 0.29
H -0.379 -2.838 2.658 0.58
H -1.382 -0.538 2.338 0.23
H -0.720 -0.851 3.969 0.45
H 2.199 -0.061 3.342 0.27
H 1.729 1.645 3.511 0.25
H 1.100 0.434 4.658 0.31
H -0.695 -2.187 -2.590 0.53
H -2.488 -0.823 -3.663 0.47

=====

[4]
53
Properties=species:S:1:pos:R:3:mulliken_charge:R:1 method="wB97M-V/def2-TZVPD" e_lumo_ev=-6.07 homo_ev=-14.1230 total_charge=+2
Sn -0.428 -0.004 -0.486 0.86
S -1.014 -2.676 -1.424 -0.02
S -1.064 2.656 -1.423 -0.02
C 0.664 -3.358 -1.355 -0.85
C -1.123 -2.448 -3.236 -0.69
C -0.378 -1.233 -3.760 -0.79
N -0.962 -0.009 -3.182 -0.17
C -0.401 1.226 -3.760 -0.80
C -1.169 2.426 -3.236 -0.68
H -2.195 -2.389 -3.465 0.41
H -0.724 -3.366 -3.677 0.49
H -0.453 -1.226 -4.866 0.42
H 0.689 -1.276 -3.491 0.34
H -0.476 1.217 -4.865 0.42
H 0.665 1.289 -3.491 0.34
H -2.239 2.347 -3.464 0.41
H -0.788 3.352 -3.677 0.49
C 0.600 3.370 -1.355 -0.85
H -1.985 -0.019 -3.291 0.24
H 1.266 2.938 -2.106 0.30
H 1.019 3.229 -0.359 0.26
H 0.486 4.444 -1.541 0.40
H 1.089 -3.191 -0.365 0.26
H 1.316 -2.928 -2.120 0.31
H 0.568 -4.438 -1.520 0.39
C -3.261 -0.031 -0.299 -0.37
C -2.878 -0.028 0.993 -0.39
H -3.449 -0.963 -0.855 0.33
H -3.466 0.897 -0.855 0.33
H -2.748 -0.956 1.570 0.22
H -2.766 0.902 1.570 0.22
C 0.596 -3.418 2.758 -0.82
C -0.236 -2.681 1.909 -0.57
N 0.007 -1.398 1.625 0.32
C 0.967 -0.722 2.313 0.08
C 1.870 -1.419 3.175 0.92
C 1.700 -2.807 3.325 -0.71
C 2.871 -0.663 3.852 -0.92
C 2.857 0.718 3.853 -0.92
C 1.842 1.454 3.175 0.92
C 1.646 2.839 3.326 -0.70
C 0.529 3.428 2.758 -0.82
C -0.288 2.676 1.909 -0.58
N -0.019 1.397 1.626 0.32
C 0.953 0.740 2.313 0.09
H 0.367 -4.462 2.914 0.46
H -1.123 -3.126 1.453 0.48
H 2.405 -3.354 3.943 0.47
H 3.623 -1.212 4.426 0.40
H 3.598 1.282 4.427 0.40
H 2.339 3.400 3.944 0.47
H 0.281 4.468 2.914 0.46
H -1.183 3.104 1.453 0.48

=====

[5]
52
Properties=species:S:1:pos:R:3:mulliken_charge:R:1 method="wB97M-V/def2-TZVPD" relative_energy_kcal_mol=16.4 smiles=Cc1cc(C)n(C[C@H](C)NCc2cn[nH]c2-c2ccc(C)c(C)c2)n1 e_lumo_ev=0.82 homo_ev=-7.9036 total_charge=0
C -0.570 -2.445 -0.734 -0.94
C 0.824 -1.926 -0.771 0.83
C 1.998 -2.627 -1.088 -1.69
C 3.021 -1.709 -0.965 1.25
C 4.481 -1.870 -1.190 -1.47
N 2.441 -0.544 -0.597 0.53
C 3.059 0.721 -0.316 -1.17
C 2.993 1.070 1.196 0.29
C 3.773 0.034 2.009 -1.69
N 1.652 1.145 1.730 -0.14
C 0.917 2.386 1.515 -1.91
C 0.378 2.568 0.131 1.57
C 0.972 3.367 -0.860 -0.88
N 0.333 3.272 -2.009 -1.22
N -0.671 2.436 -1.783 0.52
C -0.709 1.967 -0.507 0.25
C -1.765 1.075 -0.059 1.01
C -1.699 0.397 1.157 -0.45
C -2.718 -0.452 1.543 -1.64
C -3.833 -0.665 0.746 1.61
C -4.916 -1.603 1.183 -1.75
C -3.922 0.017 -0.471 1.14
C -5.113 -0.171 -1.361 -1.79
C -2.900 0.871 -0.849 -1.43
N 1.115 -0.669 -0.476 -0.47
H -0.709 -3.199 -1.506 0.41
H -1.274 -1.632 -0.884 0.11
H -0.778 -2.902 0.233 0.19
H 2.083 -3.656 -1.372 0.43
H 5.045 -1.662 -0.280 0.27
H 4.686 -2.891 -1.497 0.36
H 4.831 -1.196 -1.973 0.32
H 2.531 1.493 -0.883 0.13
H 4.099 0.688 -0.641 0.53
H 3.467 2.051 1.325 0.54
H 4.820 0.021 1.714 0.37
H 3.348 -0.956 1.862 0.27
H 3.707 0.278 3.065 0.46
H 1.116 0.363 1.356 0.43
H 1.591 3.217 1.747 0.54
H 0.099 2.409 2.244 0.42
H 1.830 4.005 -0.765 0.58
H -1.279 2.180 -2.543 0.17
H -0.851 0.515 1.806 0.35
H -2.640 -0.969 2.489 0.29
H -4.679 -2.039 2.150 0.40
H -5.040 -2.409 0.460 0.34
H -5.869 -1.081 1.262 0.34
H -5.027 0.435 -2.259 0.40
H -5.207 -1.216 -1.657 0.33
H -6.028 0.109 -0.842 0.34
H -3.011 1.400 -1.786 0.35

=====

[6]
56
Properties=species:S:1:pos:R:3:mulliken_charge:R:1 method="wB97M-V/def2-TZVPD" relative_energy_kcal_mol=35.0 e_lumo_ev=0.57 homo_ev=-8.0795 total_charge=0
C 3.152 -3.835 -0.422 -1.29
C 3.068 -2.828 -1.522 0.28
C 2.091 -1.894 -1.567 -0.03
C 2.043 -0.924 -2.648 0.38
N 1.278 0.060 -2.910 -0.79
C -0.011 0.290 -2.280 0.12
C -0.891 -0.940 -2.037 -0.61
C -2.203 -0.560 -1.358 -1.36
C -1.955 0.158 -0.041 1.71
C -1.143 1.424 -0.313 -0.15
C 0.181 1.094 -0.988 -0.56
C -3.272 0.478 0.659 -2.05
N -3.033 0.936 2.018 0.22
C -3.282 2.226 2.364 0.56
O -3.767 3.033 1.591 -0.64
C -2.928 2.614 3.769 0.71
C -3.675 2.514 4.888 -0.57
O -3.013 3.000 5.938 -0.21
N -1.777 3.447 5.514 -0.60
C -1.722 3.222 4.231 0.60
C -0.518 3.602 3.435 -1.15
C -2.288 -0.036 2.801 -0.86
C -0.978 -0.336 2.095 -0.31
O -1.216 -0.778 0.773 -0.36
N 3.152 -1.068 -3.501 -0.08
C 4.069 -2.055 -3.401 0.41
C 5.120 -2.033 -4.480 -0.54
O 6.067 -3.046 -4.253 -0.47
N 4.068 -2.947 -2.476 -0.55
H 2.400 -3.658 0.346 0.33
H 3.012 -4.836 -0.832 0.30
H 4.145 -3.804 0.026 0.32
H 1.379 -1.832 -0.761 0.26
H -0.565 0.933 -2.976 0.26
H -1.105 -1.409 -3.002 0.34
H -0.400 -1.691 -1.430 0.24
H -2.791 0.101 -2.004 0.34
H -2.805 -1.455 -1.177 0.50
H -1.743 2.070 -0.960 0.53
H -0.979 1.995 0.603 -0.55
H 0.817 0.523 -0.304 -0.03
H 0.719 2.014 -1.226 0.40
H -3.831 1.242 0.124 0.48
H -3.874 -0.437 0.705 0.36
H -4.670 2.147 5.080 0.50
H -0.718 3.509 2.368 0.20
H -0.239 4.634 3.640 0.42
H 0.331 2.967 3.689 0.26
H -2.137 0.313 3.819 0.50
H -2.875 -0.961 2.839 0.28
H -0.342 0.559 2.098 0.20
H -0.434 -1.134 2.602 0.45
H 3.191 -0.393 -4.250 0.31
H 4.611 -2.158 -5.446 0.31
H 5.582 -1.035 -4.477 0.32
H 6.705 -3.025 -4.973 0.32

=====

[7]
57
Properties=species:S:1:pos:R:3:mulliken_charge:R:1 method="wB97M-V/def2-TZVPD" e_lumo_ev=-2.38 homo_ev=-10.6577 total_charge=+1
Be 9.864 9.539 8.508 -0.37
N 9.195 8.142 7.512 -0.04
C 10.059 6.991 7.615 -0.23
C 9.524 5.733 7.814 -0.56
C 10.329 4.595 7.974 -0.82
C 11.714 4.739 7.942 -0.85
C 12.223 6.016 7.677 -1.00
C 11.447 7.154 7.516 1.64
C 12.091 8.513 7.288 0.48
C 13.363 8.595 6.732 -0.87
C 14.043 9.814 6.754 -0.66
C 13.494 10.937 7.345 -0.81
C 12.211 10.854 7.883 -0.15
C 11.490 9.667 7.874 0.33
H 9.308 8.554 6.580 0.39
H 8.230 7.825 7.623 0.29
H 8.423 5.617 7.963 0.24
H 9.866 3.661 8.032 0.50
H 12.394 3.912 8.093 0.46
H 13.260 6.157 7.643 0.51
H 13.822 7.718 6.329 0.51
H 15.004 9.901 6.262 0.38
H 14.028 11.897 7.333 0.37
H 11.763 11.764 8.309 0.34
C 9.324 8.004 15.096 -1.39
C 9.329 6.817 14.153 0.56
C 7.964 6.649 13.493 -1.32
C 10.411 6.996 13.106 -0.93
N 10.117 8.039 12.056 0.60
C 10.092 7.839 10.749 0.25
N 9.796 9.002 10.200 0.64
N 9.686 9.894 11.195 -0.73
N 9.829 9.310 12.346 -0.54
H 8.747 7.722 15.969 0.41
H 8.849 8.929 14.664 0.23
H 10.298 8.327 15.432 0.40
H 9.600 5.909 14.723 0.38
H 7.698 7.527 12.955 0.21
H 7.210 6.402 14.241 0.44
H 8.018 5.791 12.823 0.36
H 10.467 6.057 12.553 0.31
H 11.395 7.295 13.596 0.35
H 10.386 6.972 10.195 0.23
C 6.030 11.124 11.104 -1.16
N 7.211 11.093 10.227 -0.07
C 7.189 11.322 8.925 0.57
S 8.607 11.232 7.971 -0.37
N 6.006 11.607 8.325 -0.19
C 5.814 11.790 6.919 -0.89
H 6.275 10.747 12.080 0.32
H 5.219 10.456 10.704 0.38
H 5.676 12.117 11.219 0.41
H 8.150 10.931 10.621 0.29
H 5.266 11.835 8.957 0.22
H 6.237 12.708 6.528 0.32
H 4.753 11.730 6.663 0.34
H 6.313 10.956 6.390 0.29

=====

[8]
68
Properties=species:S:1:pos:R:3:mulliken_charge:R:1 method="wB97M-V/def2-TZVPD" e_lumo_ev=-0.51 homo_ev=-9.4992 total_charge=0
O 1.302 1.287 0.986 -0.60
C 0.718 0.354 0.556 0.38
O -0.572 0.069 0.879 -0.26
C -0.947 -1.176 0.543 -0.56
C -0.094 -1.369 -0.684 0.04
C 1.228 -0.762 -0.280 0.42
H -1.961 -1.160 0.145 0.20
H -0.823 -1.939 1.312 0.27
H -0.402 -0.964 -1.648 0.09
H 0.043 -2.447 -0.774 0.19
H 1.786 -0.425 -1.154 -0.18
H 1.850 -1.356 0.389 0.08
O -0.739 2.157 4.215 -0.68
C -0.865 3.210 3.522 0.60
O -0.759 4.400 4.015 -0.36
C -0.867 5.417 3.077 -0.35
C -0.967 4.760 1.697 -0.21
C -1.034 3.290 2.004 1.03
H 0.033 6.028 3.014 0.29
H -1.755 6.030 3.234 0.27
H -0.136 4.980 1.027 -0.12
H -1.896 4.991 1.176 0.23
H -0.186 2.827 1.499 -0.41
H -2.004 2.840 1.797 -0.23
O 6.302 -2.385 -2.525 -0.61
C 6.226 -1.743 -1.406 0.46
O 7.305 -1.579 -0.584 -0.37
C 7.033 -0.735 0.501 -0.41
C 5.457 -0.904 0.698 -0.64
C 4.981 -1.002 -0.790 0.26
H 7.322 0.289 0.261 0.25
H 7.587 -1.145 1.345 0.33
H 5.069 0.013 1.143 0.30
H 5.303 -1.763 1.350 0.34
H 4.768 -0.019 -1.212 0.31
H 4.148 -1.704 -0.810 -0.24
O -4.489 -1.907 0.522 -0.53
C -5.495 -2.489 1.024 0.38
O -6.591 -1.862 1.584 -0.29
C -7.712 -2.728 1.717 -0.38
C -7.020 -4.034 1.995 -0.50
C -5.692 -3.946 1.220 -0.36
H -8.190 -2.699 0.737 0.27
H -8.398 -2.432 2.511 0.29
H -7.612 -4.889 1.670 0.32
H -6.875 -3.906 3.068 0.25
H -5.759 -4.396 0.230 0.26
H -4.764 -4.278 1.685 0.29
C 3.537 3.747 -0.361 0.00
Br 2.235 5.191 -0.918 -0.06
Br 4.245 4.138 1.457 -0.06
Br 5.222 3.806 -1.474 -0.08
H 3.138 2.736 -0.448 0.14
C -4.639 1.931 -0.703 -0.47
Br -2.996 0.942 -1.221 0.05
Br -4.780 2.165 1.276 -0.04
Br -6.168 0.870 -1.477 -0.09
H -4.845 2.885 -1.188 0.51
C 2.412 0.604 -4.308 -0.23
Br 3.988 -0.503 -3.783 0.11
Br 2.097 0.397 -6.255 -0.05
Br 2.900 2.456 -3.979 -0.01
H 1.549 0.235 -3.754 0.19
C 1.645 -4.102 -3.831 -0.16
Br 1.064 -2.518 -4.802 -0.02
Br 3.237 -3.954 -2.722 0.02
Br 1.397 -5.702 -4.960 -0.06
H 0.907 -4.128 -3.029 0.23